No. 1
Here is one molecule with the formula C23H26N4O3S from the Open Molecules 2025 dataset. Energies are from ωB97M-V/def2-TZVPD.

As for the spin multiplicity: 1. The LUMO energy is 0.3 eV. As for the HOMO-LUMO gap: 8.59 eV. As for the SMILES: CCn1c(SCC(=O)Nc2cccc(C)c2)nc2nc3c(cc2c1=O)COC(C)(C)C3. Its net charge is 0.

Structure (XYZ):
```
57
Properties=species:S:1:pos:R:3:forces:R:3:mulliken_charge:R:1
C 4.589 -3.255 1.141 -0.0921 -0.0449 -0.1463 -0.94
C 3.806 -3.864 -0.017 0.4712 -0.1097 0.1557 -1.08
N 2.657 -3.042 -0.358 0.0712 0.1345 -0.2114 0.01
C 1.473 -3.182 0.284 -0.8134 0.0875 0.0022 0.44
S 1.334 -4.383 1.551 0.0459 -0.3751 0.3471 -0.19
C -0.276 -3.851 2.198 0.4455 0.0356 -0.3235 -0.48
C -0.252 -2.331 2.408 -0.2516 -0.4029 0.3009 0.36
O 0.703 -1.789 2.916 0.0730 0.1746 0.1094 -0.66
N -1.418 -1.733 2.063 -0.5536 0.0472 0.1050 -0.02
C -1.717 -0.366 2.032 -0.1067 0.2063 0.1145 0.23
C -2.966 0.007 1.543 0.0386 -0.0233 0.0571 -0.51
C -3.324 1.341 1.509 -0.0217 -0.0422 0.0468 -0.70
C -2.445 2.312 1.956 0.0176 0.0534 0.0280 -0.54
C -1.191 1.953 2.436 -0.1989 -0.0194 -0.0848 0.94
C -0.235 3.009 2.903 -0.0133 -0.0119 -0.0055 -1.65
C -0.836 0.613 2.476 0.1910 -0.0164 0.0379 -0.53
N 0.411 -2.488 0.064 0.1448 -0.4565 -0.1114 -0.30
C 0.477 -1.455 -0.816 0.7729 0.2424 -0.5306 0.13
N -0.621 -0.718 -0.955 -0.2600 -0.1622 0.1014 -0.53
C -0.586 0.319 -1.769 0.1553 0.0540 -0.1316 0.08
C 0.555 0.687 -2.502 0.0887 -0.1830 0.0535 1.78
C 1.694 -0.083 -2.370 -0.2677 0.0025 0.0775 -1.64
C 1.671 -1.184 -1.516 -0.5182 0.1779 0.1040 0.74
C 2.840 -2.028 -1.312 -0.0597 -0.0280 -0.0436 0.26
O 3.902 -1.906 -1.885 0.1460 0.0823 -0.0524 -0.68
C 0.541 1.918 -3.365 0.3602 0.1789 -0.1497 -1.41
O -0.716 2.528 -3.505 -0.1224 -0.0451 -0.0617 -0.47
C -1.509 2.570 -2.321 -0.5234 0.0506 0.3778 1.71
C -0.805 3.309 -1.178 -0.0176 -0.1098 -0.3733 -1.52
C -2.786 3.311 -2.715 0.4320 -0.2052 -0.0089 -1.87
C -1.836 1.130 -1.895 0.1106 0.3116 -0.2472 -0.20
H 3.952 -3.138 2.014 -0.0125 0.0165 0.0903 0.29
H 4.977 -2.281 0.854 0.0520 0.0643 -0.0142 0.33
H 5.422 -3.903 1.398 0.1242 -0.0467 0.0607 0.37
H 3.451 -4.865 0.236 0.0646 0.0567 -0.1437 0.50
H 4.434 -3.910 -0.910 -0.1782 -0.1169 0.1423 0.41
H -1.053 -4.173 1.507 -0.0507 0.0576 0.0942 0.38
H -0.382 -4.358 3.157 -0.0010 0.0133 -0.0136 0.45
H -2.093 -2.300 1.569 0.2663 -0.0048 0.0230 0.22
H -3.651 -0.748 1.186 -0.0743 -0.0981 -0.0432 0.34
H -4.297 1.625 1.135 -0.0815 0.0048 -0.0310 0.39
H -2.734 3.353 1.939 -0.0355 0.1182 -0.0058 0.46
H 0.664 2.562 3.318 0.0881 0.0240 0.0395 0.36
H 0.050 3.654 2.072 0.0649 0.0757 -0.0281 0.28
H -0.699 3.634 3.664 0.0291 0.0679 0.0545 0.38
H 0.131 0.323 2.851 0.0409 -0.0170 0.0288 0.51
H 2.603 0.150 -2.905 0.1115 0.0233 -0.0575 0.53
H 1.275 2.636 -2.960 -0.0999 -0.0770 -0.0792 0.27
H 0.856 1.666 -4.384 0.0473 0.0369 0.1466 0.51
H 0.023 2.725 -0.781 0.1232 -0.0078 0.1143 0.42
H -1.512 3.482 -0.371 -0.0421 0.0010 0.1086 0.27
H -0.429 4.266 -1.532 0.0375 0.1051 -0.0238 0.41
H -3.498 3.293 -1.895 -0.1045 0.0114 0.1098 0.32
H -2.551 4.342 -2.966 0.0008 0.1461 -0.0090 0.41
H -3.229 2.840 -3.588 -0.0818 -0.0730 -0.0821 0.47
H -2.469 0.670 -2.659 -0.0600 0.0156 -0.0067 0.41
H -2.375 1.107 -0.948 0.0274 -0.0004 -0.0115 -0.42
```
Forces are in eV/Å.

---

No. 2
Here is C23H26N4O3Sr as an isolated structure from the Open Molecules 2025 dataset. Energies are from ωB97M-V/def2-TZVPD.

As for the spin multiplicity: 1. The LUMO energy (alpha / beta) is -6.8 / -6.8 eV. As for the HOMO-LUMO gap (alpha / beta): 6.00 / 5.99 eV. Its net charge is +2.

Structure (XYZ):
```
57
Properties=species:S:1:pos:R:3:forces:R:3:mulliken_charge:R:1
C -1.011 -2.516 -4.360 1.0595 -1.2820 0.1928 -1.05
C -1.136 -1.767 -5.615 -1.1401 0.9357 -0.9631 1.27
H -0.734 -3.558 -4.762 -0.8444 1.0872 1.5907 0.26
H -1.901 -2.462 -3.580 1.6427 -0.1099 -2.1999 0.35
C -1.125 -0.360 -5.577 -0.3617 1.4353 -0.2168 0.78
C -0.704 0.205 -4.402 -1.5686 0.1298 -0.5543 -0.83
H -0.749 -0.400 -3.485 -0.0697 1.2693 -0.6922 0.26
H -0.437 1.262 -4.428 -0.1899 -0.1952 0.4800 0.31
C -1.313 -2.379 -7.031 0.2204 -0.8120 0.6608 -1.42
H -1.070 -3.447 -7.001 -0.0496 0.1670 0.0167 0.39
H -0.673 -1.932 -7.817 -0.2272 0.1293 0.6914 0.36
H -2.359 -2.335 -7.448 0.7442 0.3248 0.8548 0.35
C -1.567 0.559 -6.723 0.3408 0.3195 -0.6132 -1.46
H -2.581 0.384 -7.130 0.3356 -0.3760 0.6471 0.34
H -0.935 0.499 -7.614 0.1718 -0.1545 0.1709 0.34
H -1.566 1.629 -6.439 0.1191 -0.6711 0.1757 0.37
Sr -0.144 -0.798 2.212 0.0431 0.0384 -0.4876 2.21
O -0.123 -0.751 -0.206 0.1393 -0.2930 0.1984 -0.87
C 0.685 -0.430 -1.123 -0.9924 -1.7171 -2.7020 0.68
O 2.024 -0.085 1.490 -0.4424 0.5151 -1.4011 -0.83
C 2.302 0.512 0.429 0.2490 -0.1543 1.9179 0.35
O 3.364 1.289 0.432 0.5817 0.2000 -0.7481 -0.31
N 1.687 0.520 -0.784 -0.9962 -0.6507 0.5490 0.46
C 3.663 1.711 -0.929 0.2215 0.4488 -0.5834 -0.39
C 2.570 1.030 -1.762 1.8203 0.2592 -1.7057 -0.59
H 4.685 1.367 -1.232 -0.9330 0.4067 0.5930 0.28
H 3.569 2.806 -1.033 0.3023 -0.5186 0.5227 0.30
H 3.024 0.198 -2.334 -0.2466 0.3464 0.2527 0.41
H 2.111 1.707 -2.503 -0.0021 -0.2127 0.5691 0.31
C 0.729 -0.910 -2.506 1.7200 1.4603 0.3238 -0.87
C 0.374 -2.182 -3.190 -2.1425 -1.7682 1.9307 -0.51
H 1.324 -0.216 -3.142 -0.1146 -1.0206 0.6226 0.25
H -0.262 -2.728 -2.436 1.5368 -0.1529 -0.3648 0.25
H 1.242 -2.800 -3.535 -0.9739 0.7346 0.0483 0.35
C 0.701 -2.156 8.078 -0.2361 0.2917 -0.2734 -0.48
C 0.073 -0.903 8.225 0.0880 0.0817 -0.7150 -0.62
C -0.254 -0.147 7.088 0.1995 -0.6171 0.9360 -0.06
C 0.018 -0.663 5.808 0.0355 -0.7261 0.6610 0.72
C 0.635 -1.915 5.657 -0.3694 0.4667 0.3559 -0.26
C 0.958 -2.655 6.792 0.1511 -0.0597 0.0337 -0.74
N -0.361 0.041 4.652 -1.3865 3.5684 2.6515 0.08
N -0.906 1.181 5.040 1.6297 -2.4987 -1.9813 -0.32
C -1.197 2.034 3.985 -0.3004 0.7674 -2.9901 -0.11
C -1.577 3.361 4.170 0.3513 -1.4308 1.0720 -0.30
C -1.888 4.164 3.104 0.0545 -0.4443 -0.1116 -0.39
C -1.793 3.628 1.832 -0.2324 0.4459 -0.4926 -0.69
C -1.433 2.316 1.639 0.5807 -0.5245 1.3364 -0.21
N -1.099 1.580 2.718 -0.2158 -1.2906 -0.8138 -0.08
H 0.983 -2.740 8.964 -0.1831 0.2695 -0.5001 0.39
H -0.163 -0.513 9.217 0.1425 -0.1353 -0.3335 0.38
H -0.731 0.831 7.173 0.2525 -0.5637 0.1743 0.45
H 0.841 -2.266 4.645 0.1040 -0.2359 0.2914 0.03
H 1.419 -3.633 6.683 -0.0252 0.1854 0.0168 0.37
H -1.576 3.623 5.197 -0.3469 0.9142 0.7311 0.50
H -2.240 5.159 3.277 0.0427 0.4777 -0.0786 0.46
H -1.985 4.225 0.974 -0.3318 0.4898 -0.4821 0.41
H -1.387 1.825 0.646 0.0423 0.4497 0.7349 0.40
```
Forces are in eV/Å.

---

No. 3
Here is one molecule with the formula C23H26N6O4 from the Open Molecules 2025 dataset. Energies are from ωB97M-V/def2-TZVPD.

As for the spin multiplicity: 1. The LUMO energy is -0.1 eV. As for the HOMO-LUMO gap: 7.71 eV. As for the SMILES: CCOc1ccc(CCNC(=O)Cn2c(-c3nonc3N)nc3ccccc32)cc1OCC. Its net charge is 0.

Structure (XYZ):
```
59
Properties=species:S:1:pos:R:3:forces:R:3:mulliken_charge:R:1
C 0.442 3.749 3.019 0.0527 -0.2385 -0.3471 -1.30
C 0.524 3.404 1.533 -0.1510 0.3526 0.2216 -0.34
O 1.077 2.131 1.295 0.0443 -0.3369 -0.0350 -0.27
C 0.313 1.019 1.481 0.1460 -0.1461 0.0709 1.21
C -1.018 0.994 1.854 0.2198 0.2293 0.0322 -0.15
C -1.696 -0.211 1.994 0.0407 -0.2125 0.0514 -1.43
C -1.050 -1.415 1.794 -0.1882 0.1238 0.1041 0.41
C -1.783 -2.721 1.966 0.1278 -0.0719 -0.0979 -1.14
C -1.506 -3.715 0.830 0.0517 -0.0799 0.2123 -0.89
N -1.643 -3.072 -0.456 -0.3841 -0.1366 0.1734 -0.06
C -0.600 -2.842 -1.265 -0.3816 0.0938 -0.5376 0.79
O 0.515 -3.301 -1.120 0.4685 -0.0601 -0.0361 -0.67
C -0.939 -1.903 -2.439 0.0606 -0.5714 0.1293 -1.48
N -0.587 -0.555 -2.086 -0.1779 0.4212 0.1282 0.36
C -1.377 0.397 -1.504 0.8887 0.1745 -0.3209 0.11
C -2.724 0.218 -1.065 -1.5561 0.0174 0.5524 0.56
N -3.435 -0.879 -1.025 0.4040 0.4276 -0.1760 -0.49
O -4.623 -0.562 -0.479 0.0981 -0.4600 -0.1177 -0.20
N -4.690 0.755 -0.160 0.2598 0.9697 0.1105 -0.67
C -3.541 1.281 -0.507 -0.2149 -1.2970 -0.2910 0.66
N -3.164 2.559 -0.425 -0.0398 0.6102 0.1171 -0.36
N -0.765 1.554 -1.351 -0.5790 -0.0653 0.1288 -0.50
C 0.500 1.368 -1.822 0.3014 -0.7531 -0.3947 0.52
C 1.574 2.251 -1.900 -0.0193 -0.1113 -0.0360 -0.87
C 2.748 1.776 -2.438 0.0644 0.2088 0.0275 -0.58
C 2.871 0.457 -2.890 -0.0473 -0.1169 -0.1024 -0.99
C 1.823 -0.435 -2.821 0.0805 -0.1866 -0.0795 -0.88
C 0.634 0.036 -2.284 0.2944 0.7714 0.1519 1.07
C 0.295 -1.397 1.427 0.1445 0.0646 0.0047 -0.26
C 0.976 -0.208 1.247 0.0618 0.2075 0.0215 0.40
O 2.272 -0.109 0.858 -0.1830 0.2644 0.0856 -0.42
C 2.982 -1.297 0.558 0.2882 -0.3233 -0.1504 0.02
C 4.375 -0.892 0.104 -0.4254 0.0305 0.1831 -1.48
H 0.065 4.761 3.142 -0.0494 0.1125 0.0390 0.41
H -0.214 3.060 3.545 -0.0610 -0.0122 0.0804 0.30
H 1.432 3.684 3.464 0.0809 0.0208 0.0599 0.35
H 1.213 4.095 1.037 -0.1496 -0.0493 0.0019 0.42
H -0.459 3.496 1.055 0.0915 -0.0193 -0.0222 0.12
H -1.558 1.910 2.034 0.0088 0.1362 -0.0034 0.35
H -2.738 -0.195 2.278 -0.1275 -0.0188 0.0070 0.28
H -1.494 -3.187 2.912 -0.1069 -0.0553 0.0206 0.38
H -2.856 -2.518 2.010 -0.0134 -0.0021 0.0748 0.41
H -2.209 -4.552 0.894 0.1507 0.0134 0.0328 0.39
H -0.490 -4.110 0.886 -0.1294 -0.0228 0.0008 0.47
H -2.498 -2.548 -0.614 0.1987 -0.0751 -0.1285 0.31
H -0.345 -2.198 -3.307 -0.1344 0.0010 0.1242 0.51
H -2.003 -1.948 -2.676 0.1440 0.0181 -0.0781 0.53
H -3.721 3.210 0.097 0.0162 0.0284 -0.0019 0.26
H -2.185 2.723 -0.636 -0.0699 0.1314 0.0831 0.36
H 1.479 3.264 -1.547 -0.0041 0.1356 0.0583 0.46
H 3.603 2.432 -2.511 0.0638 0.0591 0.0027 0.39
H 3.814 0.132 -3.305 0.0613 -0.0391 -0.0188 0.40
H 1.929 -1.458 -3.149 0.0327 -0.1172 -0.0227 0.34
H 0.808 -2.330 1.270 0.1121 -0.1067 -0.1008 0.39
H 2.468 -1.858 -0.233 -0.0237 0.0475 0.1375 0.10
H 3.048 -1.931 1.453 -0.0802 0.0401 -0.0912 0.44
H 4.884 -0.355 0.900 0.1071 0.0382 0.0680 0.36
H 4.949 -1.776 -0.158 0.0856 -0.0921 -0.0327 0.44
H 4.300 -0.239 -0.761 0.0457 0.0279 -0.0749 0.17
```
Forces are in eV/Å.

---

No. 4
Here is one molecule with the formula C23H26O3 from the Open Molecules 2025 dataset. Energies are from ωB97M-V/def2-TZVPD.

As for the spin multiplicity: 1. The LUMO energy is 0.7 eV. As for the HOMO-LUMO gap: 9.45 eV. As for the SMILES: CCOC(=O)[C@@]1(C(c2ccccc2)c2ccccc2)CCCCCC1=O. Its net charge is 0.

Structure (XYZ):
```
52
Properties=species:S:1:pos:R:3:forces:R:3:mulliken_charge:R:1
C 4.107 -1.290 1.889 0.0853 -0.2193 0.2423 -1.31
C 3.254 -0.048 1.766 0.0898 -0.0487 0.1499 -0.12
O 1.902 -0.475 1.525 -0.3107 1.0427 -0.1472 -0.16
C 1.023 0.569 1.357 1.2065 0.5349 0.5410 -0.93
O 1.349 1.714 1.587 -0.7173 -1.1612 -0.2343 -0.64
C -0.304 0.017 0.809 0.1083 0.9211 1.7318 3.42
C -0.023 -0.194 -0.698 0.6658 0.1714 -1.2870 0.68
C -1.043 0.508 -1.591 0.1185 -0.6492 -0.9085 -0.39
C -2.213 -0.218 -1.816 -0.2848 0.3919 0.1071 -0.78
C -3.362 0.404 -2.300 0.1125 0.1147 -0.2127 -1.09
C -3.291 1.723 -2.756 -0.1009 -0.0726 0.1983 -0.56
C -2.049 2.358 -2.777 0.0721 -0.1900 -0.0435 -0.76
C -0.915 1.735 -2.247 -0.4692 0.2006 0.0857 0.10
C 1.444 0.073 -1.124 -0.9379 -0.3217 -0.3749 -0.13
C 2.188 -1.074 -1.366 0.5304 0.0843 -0.2852 -0.31
C 3.507 -0.990 -1.797 0.1349 0.1406 0.0532 -0.65
C 4.069 0.250 -2.117 -0.0709 -0.1983 -0.0743 -0.47
C 3.279 1.390 -1.973 0.2278 0.0759 0.3226 -1.42
C 2.008 1.321 -1.388 0.3259 0.0398 -0.2889 0.03
C -0.491 -1.245 1.746 -0.0703 0.1190 -0.2001 -1.32
C -1.841 -1.927 1.997 -0.1516 -0.5806 0.1018 -1.22
C -2.995 -1.566 1.084 -0.2811 -0.3037 0.0706 0.06
C -3.587 -0.195 1.424 -0.3007 -0.4257 0.0163 -0.79
C -2.574 0.806 1.974 0.3739 0.6997 -0.2397 -1.08
C -1.377 1.136 1.060 -0.7541 0.3263 -0.0898 0.05
O -1.300 2.238 0.555 0.3317 -1.0995 0.4332 -0.57
H 5.162 -0.996 1.919 -0.1583 -0.0888 0.0032 0.40
H 3.874 -1.817 2.825 0.0756 0.0356 -0.2807 0.33
H 3.964 -1.984 1.048 -0.0050 0.3109 0.2071 0.28
H 3.245 0.526 2.704 0.2441 -0.0021 -0.3994 0.38
H 3.593 0.584 0.932 -0.2253 -0.0679 0.2696 0.18
H -0.162 -1.261 -0.898 -0.0370 0.0860 0.1665 0.73
H -2.205 -1.283 -1.588 -0.1935 0.3810 -0.0005 0.94
H -4.303 -0.142 -2.291 0.1400 0.0742 -0.2659 0.43
H -4.191 2.240 -3.112 0.4287 -0.2418 0.1576 0.37
H -1.959 3.368 -3.177 -0.0023 -0.3072 -0.0241 0.39
H 0.046 2.224 -2.366 -0.3826 0.0037 0.3311 0.46
H 1.715 -2.042 -1.217 0.2245 0.0771 0.0892 0.29
H 4.095 -1.897 -1.867 0.0131 0.0276 -0.1698 0.45
H 5.110 0.315 -2.481 -0.7500 -0.0031 0.1716 0.38
H 3.677 2.355 -2.287 -0.1005 -0.1743 0.2480 0.36
H 1.477 2.251 -1.176 0.1943 -0.4060 0.0627 0.63
H 0.244 -1.999 1.436 -0.2357 0.3557 0.0459 0.35
H -0.193 -0.905 2.745 0.3452 -0.0676 -0.2536 0.47
H -2.128 -1.714 3.034 -0.1082 -0.1301 -0.1442 0.44
H -1.662 -3.013 1.963 -0.1466 0.2751 -0.0317 0.44
H -3.778 -2.341 1.168 0.2289 0.3234 -0.0741 0.50
H -2.652 -1.583 0.053 -0.0898 -0.0684 0.2431 -0.41
H -4.364 -0.334 2.195 0.2471 0.1138 -0.1998 0.40
H -4.098 0.205 0.539 0.1633 0.1090 0.1813 0.33
H -2.169 0.472 2.935 -0.1191 -0.0647 -0.0090 0.34
H -3.103 1.753 2.143 0.3155 -0.1431 0.0084 0.50
```
Forces are in eV/Å.

---

Result set for energy relative to the best compared isomer or geometry (same formula, charge and spin): 16.89, 172.06, 40.31, 40.72 kJ/mol, one per record in the order listed.